Record 1
13
Properties=species:S:1:pos:R:3 method="wB97M-V/def2-TZVPD" homo_ev=-8.45 e_above_lowest_ev=5.706 lumo_energy_ev=0.76 gap_ev=9.2105 largest_force_ev_per_a=0.49
O 0.792 -1.181 0.043
O -1.643 0.194 -0.567
C 0.643 0.953 0.079
C -2.024 -1.040 -0.740
C 0.358 -0.228 0.992
C -0.755 0.617 0.468
C 1.101 -0.126 -0.895
H -1.242 1.281 1.178
H 2.166 -0.110 -1.130
H 0.561 -0.415 2.043
H 1.114 1.915 0.245
H 0.506 -0.230 -1.812
H -1.576 -1.632 0.096

=====

Record 2
16
Properties=species:S:1:pos:R:3 method="wB97M-V/def2-TZVPD" homo_ev=-10.37 smiles="C=C(CO)CC#N.[H][H]" e_above_lowest_ev=2.734 lumo_energy_ev=0.65 gap_ev=11.0176 largest_force_ev_per_a=1.09
O 1.690 -0.984 0.488
N -1.417 2.178 2.109
C -0.352 0.618 -1.646
C -1.112 0.021 0.648
C -0.049 0.347 -0.382
C 1.356 0.354 0.153
C -1.318 1.205 1.492
H 1.398 0.998 1.046
H 0.418 0.871 -2.370
H -0.678 -2.696 -0.530
H -0.786 -0.817 1.274
H -1.379 0.599 -2.003
H 2.042 0.770 -0.598
H -0.229 -2.237 -0.903
H 2.477 -0.970 1.046
H -2.060 -0.259 0.178

=====

Record 3
79
Properties=species:S:1:pos:R:3 method="wB97M-V/def2-TZVPD" homo_ev=-11.71 charge=+2 e_above_lowest_ev=0.501 lumo_energy_ev=-6.11 gap_ev=5.6034 largest_force_ev_per_a=1.45
Ir 1.266 -1.934 -0.453
S 1.378 -4.492 -0.280
O 1.540 -1.951 1.609
O 5.588 -1.715 2.814
O -7.635 7.416 -0.500
N 1.031 0.223 -0.509
N -0.815 -1.710 -0.537
N 1.758 -1.907 -2.446
N 3.213 -1.865 -0.295
N 3.586 -4.962 1.096
N 3.749 -1.815 0.935
N 3.909 -4.672 -1.186
N -2.623 3.474 -0.409
N -4.182 1.897 -0.475
C -3.065 -2.494 -0.450
C 1.691 2.502 -0.320
C 1.466 -1.841 -4.805
C 2.523 -1.698 5.601
C 3.629 -1.491 -3.860
C 3.089 -1.678 -2.600
C -0.276 0.592 -0.472
C -2.032 2.251 -0.415
C 2.809 -1.552 -4.975
C -2.634 -0.136 -0.469
C 1.978 1.140 -0.442
C 0.379 2.907 -0.309
C -6.302 4.012 -0.489
C 4.864 -1.561 5.031
C 5.216 -4.796 -0.980
C 3.862 -1.560 5.977
C -2.978 1.243 -0.455
C -1.686 -2.709 -0.503
C -9.043 7.220 -0.532
C -3.923 3.245 -0.450
C 4.905 -5.042 1.334
C -7.237 5.032 -0.507
C -5.444 6.643 -0.490
C 4.558 -1.692 3.678
C -0.636 1.941 -0.394
C 3.871 -1.646 -1.374
C -6.816 6.361 -0.500
C -1.262 -0.440 -0.501
C 2.204 -1.816 4.273
C 0.982 -2.015 -3.523
C 5.777 -4.928 0.290
C -4.939 4.285 -0.469
C 2.793 -1.865 1.888
C 3.087 -4.712 -0.145
C -4.525 5.625 -0.473
C -3.544 -1.208 -0.450
C 3.204 -1.807 3.283
H 5.904 -1.454 5.306
H -4.609 -1.018 -0.428
H 4.688 -1.288 -3.951
H 1.745 -1.691 6.352
H -9.390 6.692 0.358
H 4.935 -1.448 -1.343
H 0.801 -1.934 -5.652
H 1.174 -1.913 3.960
H -5.093 1.474 -0.509
H -8.290 4.792 -0.520
H 4.117 -1.439 7.022
H 5.235 -1.710 1.902
H 5.217 -5.192 2.359
H -0.060 -2.246 -3.345
H 3.003 0.796 -0.492
H 2.506 3.207 -0.238
H -1.281 -3.711 -0.526
H 0.096 3.948 -0.232
H 6.845 -4.966 0.441
H 2.919 -5.086 1.851
H -3.466 5.839 -0.467
H -6.663 2.989 -0.491
H -3.733 -3.342 -0.414
H -9.345 6.678 -1.430
H -5.138 7.680 -0.496
H 3.210 -1.382 -5.965
H 5.841 -4.791 -1.867
H -9.475 8.215 -0.550

=====

Record 4
25
Properties=species:S:1:pos:R:3 method="wB97M-V/def2-TZVPD" homo_ev="-19.58 / -19.57" charge=+2 spin_multiplicity=2 e_above_lowest_ev=7.009 lumo_energy_ev="-12.95 / -13.11" gap_ev="6.6208 / 6.4591" largest_force_ev_per_a=4.50
N -0.891 1.175 1.810
N -0.439 0.061 -0.555
C -0.353 0.217 2.801
C -1.653 0.233 -2.707
C 1.298 0.118 2.660
C -0.541 -0.458 -1.885
C 0.666 -0.360 -2.841
C 1.786 -0.803 1.597
H 1.036 0.644 -3.070
H 1.715 -1.896 1.724
H 1.039 -0.571 0.746
H 1.495 -0.852 -2.350
H -0.794 -0.760 2.606
H -0.471 1.065 -0.399
H -0.837 -1.486 -1.871
H -2.022 -0.444 -3.417
H -1.762 1.642 2.101
H -1.496 1.274 -3.164
H -0.979 0.715 0.897
H 1.559 1.171 2.440
H 1.642 -0.039 3.667
H -2.506 0.396 -2.134
H -0.635 0.488 3.803
H 0.403 -0.942 -3.718
H 2.741 -0.585 1.258

=====

Record 5
77
Properties=species:S:1:pos:R:3 method="wB97M-V/def2-TZVPD" homo_ev=-8.34 smiles="CC[C@H]1CC[C@@H](C(=O)N[C@H](CCSC)C(=O)NCCN(CC(C)C)CC(C)C)CC1" e_above_lowest_ev=0.040 lumo_energy_ev=0.65 gap_ev=8.9848 largest_force_ev_per_a=0.66
S -2.890 1.574 3.181
O -1.656 0.418 -1.253
O 1.831 1.845 1.247
N 0.955 0.304 -0.164
N -1.094 2.378 -0.316
N 1.669 -2.133 1.232
C 2.718 -1.834 2.191
C -0.655 2.813 2.051
C 2.197 -1.654 3.621
C 0.005 1.980 -3.912
C 0.879 1.324 0.701
C -2.028 0.582 -4.232
C 1.068 0.678 -6.575
C 2.077 -1.876 -0.137
C -0.825 1.208 -4.938
C -2.049 2.457 -2.522
C 1.088 -3.459 1.414
C -0.880 -4.825 2.146
C -1.253 -2.635 0.977
C -0.356 -3.406 1.939
C -2.089 3.063 2.493
C -2.073 1.500 4.799
C 2.184 -0.382 -0.465
C 1.220 -0.485 3.687
C -0.836 3.063 -3.242
C -2.874 1.627 -3.508
C -0.004 0.124 -5.643
C -1.592 1.633 -1.325
C -0.573 1.805 0.912
C 3.372 -1.419 4.567
H 1.827 1.226 -6.024
H 3.496 -2.622 2.186
H 3.908 -0.515 4.285
H -2.261 -2.551 1.377
H -2.655 0.062 -4.961
H -0.978 3.372 -0.437
H 0.462 -0.517 -4.891
H -1.307 -3.138 0.014
H 0.829 -0.377 4.697
H 0.394 -0.649 3.001
H -2.510 0.660 5.328
H 3.020 -1.304 5.590
H -0.358 -2.889 2.902
H 2.419 -0.279 -1.532
H 1.083 -4.003 0.463
H 0.377 1.287 -3.154
H 4.069 -2.255 4.537
H -0.216 3.629 -2.542
H 1.314 -2.300 -0.794
H -0.686 -0.499 -6.227
H -2.263 2.422 5.343
H -1.007 1.339 4.669
H 3.192 -0.897 1.897
H 1.559 -0.134 -7.107
H 3.045 -2.352 -0.382
H -0.200 3.756 1.736
H -0.060 2.434 2.882
H -2.138 3.843 3.253
H -2.713 3.349 1.647
H -1.188 1.915 -5.694
H -2.675 3.271 -2.135
H 1.699 -4.047 2.111
H 0.093 -0.074 -0.546
H 1.680 -2.567 3.933
H -0.860 -1.635 0.823
H -1.195 0.930 1.146
H -1.196 3.760 -4.003
H -3.680 1.126 -2.970
H -1.895 -4.800 2.536
H 0.625 1.348 -7.310
H 0.865 2.448 -4.394
H 1.723 0.437 3.402
H -0.889 -5.368 1.203
H 2.971 0.109 0.109
H -1.679 -0.152 -3.506
H -0.256 -5.371 2.850
H -3.322 2.304 -4.240

=====

Record 6
87
Properties=species:S:1:pos:R:3 method="wB97M-V/def2-TZVPD" homo_ev="-4.80 / -4.76" charge=-1 spin_multiplicity=2 e_above_lowest_ev=0.000 lumo_energy_ev="2.47 / 2.47" gap_ev="7.2744 / 7.2326" largest_force_ev_per_a=2.32
Cu -0.371 0.531 -0.640
Cl 0.777 2.413 -0.449
Cl -2.360 0.826 0.317
P 0.072 -0.205 2.899
O -0.470 -1.806 -0.700
O 2.517 -0.804 -0.769
O 0.121 0.318 -2.516
O 0.158 0.063 1.428
N 3.367 0.990 -1.919
N -0.034 -3.846 -1.645
C 2.252 -1.735 2.351
C 4.077 -2.207 3.861
C -1.193 1.868 4.239
C 0.632 3.987 -4.472
C 0.350 2.818 -3.763
C 0.205 -2.534 -1.452
C -4.242 1.675 -2.203
C -1.846 -1.224 4.639
C -0.049 3.408 5.718
C -2.199 -1.666 2.285
C -1.236 2.901 5.181
C -1.013 2.027 -5.581
C 3.309 -1.736 4.929
C -2.837 -0.912 -2.851
C 0.754 -4.672 -2.548
C 2.025 -1.211 4.706
C -3.486 -2.116 2.555
C -3.113 -1.746 4.915
C -2.915 1.579 -2.883
C 3.611 1.592 -3.214
C -2.249 0.439 -3.127
C -1.011 -4.548 -0.834
C 3.539 -2.212 2.572
C 1.535 -1.135 3.392
C -0.435 1.815 -4.323
C 0.033 1.279 3.908
C -3.951 -2.157 3.873
C 1.224 1.887 4.324
C -1.415 -1.133 3.313
C 1.180 2.927 5.257
C 0.029 4.204 -5.712
C 2.799 -0.228 -1.824
C 3.846 1.692 -0.747
C -0.759 0.509 -3.550
C -0.808 3.226 -6.262
H -3.929 -0.878 -2.946
H -1.655 1.246 -5.992
H 1.062 -2.155 -2.027
H 0.721 2.689 -2.743
H -4.132 2.235 -1.264
H 0.211 5.137 -6.244
H -0.632 -0.332 -4.259
H 3.300 2.643 -3.214
H -2.453 -1.662 -3.556
H -1.826 -1.653 1.262
H -4.957 -2.524 4.084
H 2.111 3.352 5.635
H -1.305 3.407 -7.215
H -2.586 -1.220 -1.826
H 1.422 -0.861 5.542
H 1.292 -5.450 -1.994
H 3.623 1.097 0.142
H 3.326 2.652 -0.670
H 4.679 1.540 -3.469
H 1.802 -1.785 1.360
H 0.097 -5.176 -3.267
H -4.641 0.685 -1.945
H 4.925 1.870 -0.841
H -1.585 -5.223 -1.477
H -4.974 2.203 -2.832
H -1.678 -3.834 -0.349
H 2.177 1.529 3.939
H -2.198 3.301 5.503
H -1.208 -0.866 5.447
H 5.080 -2.595 4.032
H 3.700 -1.770 5.945
H 2.610 -0.682 -2.817
H -3.446 -1.813 5.949
H -0.080 4.179 6.494
H 1.293 4.719 -4.012
H 3.039 1.045 -3.968
H 1.468 -4.055 -3.095
H -4.122 -2.423 1.724
H -0.510 -5.164 -0.074
H -2.448 2.534 -3.139
H -2.108 1.506 3.773
H 4.114 -2.590 1.725

=====

Record 7
22
Properties=species:S:1:pos:R:3 method="wB97M-V/def2-TZVPD" homo_ev=-5.35 charge=-1 e_above_lowest_ev=0.621 lumo_energy_ev=3.86 gap_ev=9.2174 largest_force_ev_per_a=1.39
O 2.123 -0.448 2.993
O 2.251 1.183 -0.126
O -2.373 0.943 0.334
O 1.480 -1.200 0.409
O 0.112 1.067 1.191
N -0.611 -1.156 -2.024
C -1.395 0.068 -1.754
C -2.300 -0.165 -0.507
H -1.912 -1.065 -0.006
H -1.460 1.130 0.689
H 0.386 1.107 2.106
H -1.030 -1.972 -1.601
H 0.963 -0.370 0.338
H 1.384 -0.884 2.569
H 2.232 0.381 2.524
H 0.311 -1.115 -1.603
H -1.950 0.324 -2.660
H -0.755 0.911 -1.518
H 2.378 -0.936 0.197
H 2.138 1.229 -1.080
H -3.321 -0.435 -0.792
H 1.349 1.402 0.323

=====

Record 8
138
Properties=species:S:1:pos:R:3 method="wB97M-V/def2-TZVPD" homo_ev=-6.94 charge=-1 lumo_energy_ev=1.61 gap_ev=8.5490 largest_force_ev_per_a=6.81
S -17.563 -15.432 1.560
F -15.257 -15.871 2.757
F -16.127 -14.014 3.471
F -16.992 -16.008 4.095
O -24.321 -15.904 -0.777
O -14.948 -21.097 -1.306
O -11.804 -22.732 5.963
O -20.888 -13.520 5.861
O -18.785 -14.766 1.957
O -19.004 -11.383 -4.278
O -17.882 -16.837 1.230
O -16.878 -14.666 0.505
O -11.517 -12.462 0.648
O -10.006 -10.594 5.725
O -19.372 -17.549 -5.327
N -10.516 -11.515 6.671
N -22.802 -14.687 0.397
N -19.519 -17.125 -3.148
N -12.801 -22.022 6.570
N -19.361 -12.700 -2.555
N -15.118 -18.895 -0.836
N -17.417 -12.624 -3.357
N -19.067 -19.025 -3.758
N -16.778 -20.242 -0.520
N -22.469 -16.777 0.026
N -13.627 -11.903 0.826
N -13.063 -13.406 -0.626
N -20.739 -14.162 7.177
C -10.396 -13.692 7.801
C -21.611 -15.806 8.850
C -11.795 -13.495 8.287
C -11.204 -20.874 8.230
C -12.945 -11.393 6.243
C -21.898 -15.051 7.490
C -19.861 -14.188 9.419
C -13.369 -19.806 7.820
C -18.675 -12.891 7.613
C -12.646 -12.573 0.243
C -23.316 -14.447 7.524
C -16.368 -15.284 3.158
C -14.582 -23.491 5.993
C -15.155 -21.095 6.549
C -11.746 -19.771 5.982
C -19.322 -17.846 -4.185
C -14.115 -21.687 4.264
C -10.023 -12.885 6.562
C -14.134 -21.989 5.784
C -11.945 -9.542 7.611
C -8.497 -12.885 6.505
C -21.110 -14.930 10.012
C -15.571 -20.131 -0.934
C -22.007 -16.154 6.362
C -10.555 -13.581 5.298
C -14.701 -19.734 7.044
C -12.189 -11.910 8.432
C -11.854 -11.079 7.178
C -20.943 -12.126 8.530
C -20.089 -13.293 8.167
C -12.280 -20.669 7.127
C -23.271 -15.800 -0.170
C -18.630 -12.189 -3.515
H -14.594 -23.749 7.052
H -23.517 -13.750 8.337
H -11.805 -8.834 6.794
H -19.273 -15.054 9.115
H -12.960 -11.079 5.199
H -12.435 -19.174 5.384
H -21.912 -14.234 10.256
H -11.151 -20.019 8.904
H -19.522 -16.117 -3.218
H -18.903 -19.138 -2.768
H -8.024 -13.845 6.712
H -21.577 -16.631 0.478
H -22.659 -17.726 -0.262
H -10.198 -21.089 7.869
H -19.362 -13.685 10.247
H -21.855 -12.347 9.085
H -23.424 -13.786 6.664
H -12.335 -14.070 -0.851
H -22.679 -16.966 6.640
H -11.117 -9.384 8.302
H -10.021 -14.472 4.969
H -11.090 -19.044 6.461
H -15.830 -18.310 -0.423
H -13.250 -11.771 8.634
H -11.161 -20.354 5.270
H -22.560 -16.213 9.198
H -10.228 -14.760 7.661
H -13.088 -12.470 6.150
H -14.853 -22.298 3.744
H -20.348 -12.510 -2.458
H -18.861 -13.217 -1.847
H -14.567 -19.080 6.183
H -21.094 -16.691 6.102
H -23.254 -13.784 0.402
H -14.196 -18.590 -1.115
H -21.054 -16.720 8.642
H -18.240 -12.478 8.523
H -16.050 -21.018 5.932
H -20.384 -14.117 5.302
H -17.153 -13.242 -2.602
H -11.580 -11.546 9.260
H -11.631 -13.745 5.237
H -13.181 -21.929 3.758
H -10.594 -10.725 4.978
H -7.979 -12.177 7.151
H -18.689 -19.675 -4.431
H -11.430 -21.681 8.927
H -11.587 -22.222 5.179
H -13.195 -11.615 1.692
H -15.428 -21.632 7.457
H -17.174 -21.170 -0.565
H -14.053 -13.467 -0.816
H -15.415 -19.264 7.721
H -20.953 -15.537 10.904
H -13.911 -10.946 6.477
H -21.463 -11.636 7.707
H -16.724 -12.462 -4.073
H -18.837 -12.121 6.860
H -9.735 -13.499 8.646
H -12.008 -13.789 9.314
H -22.434 -15.710 5.463
H -8.323 -12.552 5.482
H -13.910 -24.174 5.474
H -12.802 -9.220 8.202
H -18.160 -13.795 7.287
H -13.523 -20.283 8.787
H -13.062 -18.760 7.844
H -20.484 -11.337 9.126
H -24.160 -15.123 7.388
H -17.285 -19.455 -0.140
H -14.519 -12.368 0.736
H -19.949 -17.609 -2.373
H -21.877 -14.722 0.801
H -10.390 -12.842 4.514
H -14.265 -20.647 3.974
H -15.562 -23.642 5.540
H -12.543 -14.052 7.722

=====

Record 9
36
Properties=species:S:1:pos:R:3 method="wB97M-V/def2-TZVPD" homo_ev=-11.06 smiles=O.O.O.O.O.O.O.O.O.O.O.O e_above_lowest_ev=0.231 lumo_energy_ev=0.34 gap_ev=11.4035 largest_force_ev_per_a=2.26
O -12.603 -4.761 0.488
O -12.607 -0.762 -0.394
O -14.607 -1.001 2.366
O -12.917 -3.836 -3.661
O -15.943 -2.158 0.391
O -10.446 -3.590 -1.530
O -11.538 -6.327 -1.716
O -12.713 -2.413 3.867
O -11.408 -2.620 1.521
O -13.005 -1.194 -3.090
O -14.390 -3.929 -1.323
O -8.635 -3.297 0.877
H -13.404 -0.920 0.134
H -12.114 -1.779 4.279
H -12.706 -2.838 -3.653
H -7.717 -3.684 0.883
H -14.819 -3.154 -0.947
H -11.964 -1.243 0.153
H -14.268 -1.458 3.201
H -8.918 -3.281 -0.105
H -10.464 -2.764 1.467
H -12.190 -2.677 3.067
H -14.089 -3.764 -2.258
H -13.221 -5.045 1.195
H -13.190 -4.404 -0.275
H -13.930 -1.116 -2.877
H -11.873 -3.432 1.147
H -12.548 -1.305 -2.197
H -10.166 -3.975 -2.406
H -12.225 -6.258 -1.060
H -11.164 -4.216 -1.259
H -14.656 -0.029 2.568
H -11.936 -6.405 -2.598
H -16.885 -1.959 0.319
H -13.091 -3.982 -4.580
H -15.535 -1.504 1.038

=====

Record 10
6
Properties=species:S:1:pos:R:3 method="wB97M-V/def2-TZVPD" homo_ev=-9.24 e_above_lowest_ev=6.455 lumo_energy_ev=-1.90 gap_ev=7.3413 largest_force_ev_per_a=5.10
O -1.393 -2.048 1.322
N -0.429 -0.100 0.360
C -1.741 0.493 0.238
C -0.795 -1.166 0.871
C -2.677 1.281 0.066
H 0.807 0.385 -0.069